No. 1
Entry from OMol25: a cluster of 2 separate species, C21H29BF5N4O7P in total in a non-equilibrium geometry (ωB97M-V/def2-TZVPD).

Output
E_LUMO, eV: -2.4
HOMO, eV: -8.4
Charge: 0
Spin multiplicity: 1

CARTESIAN COORDINATES (ANGSTROEM)
C  -1.23257  -0.95530  1.74306
O  -1.14945  0.09017  0.78025
C  -0.74970  -0.33301  -0.48909
C  0.66188  0.14865  -0.83901
C  1.17576  1.39255  -0.45212
C  0.31881  2.38379  0.32804
C  -0.93637  2.80542  -0.50317
O  -0.57059  2.78637  -1.89716
C  -1.42654  4.24798  -0.19150
F  -2.77172  4.23478  -0.13438
F  -0.96019  4.74275  0.95363
F  -1.10836  5.07265  -1.20866
C  2.50840  1.79388  -0.80086
C  3.08484  3.14943  -0.43639
C  3.29732  3.30336  1.10821
O  3.03265  2.09360  1.81018
N  3.29183  0.98199  -1.46095
N  2.78379  -0.17519  -1.79437
P  3.96505  -1.23016  -2.68656
N  5.39111  -0.90682  -2.15249
C  1.56450  -0.66904  -1.57790
C  1.10528  -2.03277  -2.06986
C  1.48218  -3.20199  -1.09959
C  0.27498  -4.03352  -0.63399
C  -0.64298  -4.53665  -1.77709
N  -2.01830  -4.11134  -1.53074
C  -2.78096  -4.49529  -0.47061
C  -4.02006  -3.91856  -0.56561
C  -4.00413  -3.14037  -1.77735
C  -2.75583  -3.28862  -2.32872
H  -1.85738  -1.80100  1.41259
H  -0.23857  -1.26932  2.11061
H  -1.73389  -0.51475  2.61833
H  -0.83419  -1.42791  -0.53343
H  -1.43772  0.13559  -1.22113
H  0.00005  1.93475  1.27831
H  0.86363  3.29884  0.57655
H  -1.74284  2.08412  -0.33565
H  -0.88128  1.95003  -2.25941
H  2.39756  3.91359  -0.82708
H  4.03102  3.23662  -0.98737
H  2.60358  4.07757  1.46017
H  4.33999  3.61133  1.26855
H  3.88564  1.71390  2.04755
H  3.69716  -2.57440  -2.38603
H  3.92149  -0.91305  -4.06321
H  5.98643  -0.55012  -2.89331
H  1.43286  -2.18863  -3.11023
H  0.00933  -1.98861  -2.12375
H  2.19278  -3.86937  -1.61669
H  2.05063  -2.79642  -0.24706
H  -0.27236  -3.50045  0.15627
H  0.68801  -4.92704  -0.13694
H  -0.67628  -5.63699  -1.79664
H  -0.31040  -4.23097  -2.77783
H  -2.33865  -5.16155  0.26583
H  -4.81645  -4.04846  0.15758
H  -4.83953  -2.56782  -2.16467
H  -2.40903  -2.84802  -3.26101
B  -3.23378  2.85366  3.90439
O  -2.79028  3.79529  4.96657
C  -1.69560  3.30907  5.52713
O  -1.08156  3.82792  6.41948
C  -1.34469  1.99540  4.85464
O  -0.40571  1.28833  5.11657
O  -2.24130  1.74103  3.91792
F  -3.22089  3.48547  2.65188
F  -4.50842  2.36366  4.18532

Cartesian forces (eV/Å) of the 6 atoms listed first:
-0.26 0.26 1.23
-0.08 -0.40 -0.11
0.02 0.40 0.13
1.36 -0.07 -0.06
-0.91 0.56 0.71
-0.32 0.38 -0.02


No. 2
Entry from OMol25: a structure of composition C42H40CdCl3N2O2S2Se2Te (ωB97M-V/def2-TZVPD).

Output
E_LUMO, eV: -2.1
HOMO, eV: -10.3
Charge: +1
Spin multiplicity: 1
ΔE to the lowest compared entry with this formula, charge and spin, kJ/mol: 2.48

CARTESIAN COORDINATES (ANGSTROEM)
Cd  -1.45669  -1.66202  0.71831
C  -4.15477  -4.98220  1.05489
Se  -2.31553  -4.37291  1.19454
C  -2.24361  -4.12540  3.12259
C  -3.21948  -3.10235  3.68140
Se  -2.71450  -1.28221  3.19181
C  -4.49863  -0.51811  3.11362
H  -4.27229  -5.90182  1.62238
H  -4.33552  -5.18994  0.00212
H  -4.86454  -4.23148  1.39262
H  -1.20446  -3.85929  3.33288
H  -2.42421  -5.10371  3.57275
H  -3.23641  -3.16097  4.77053
H  -4.23289  -3.27818  3.32002
H  -5.06018  -0.92643  2.28042
H  -4.38926  0.55744  2.99284
H  -4.99857  -0.71856  4.05811
C  8.77668  0.86605  3.42467
C  7.41044  0.29381  3.16614
O  6.40082  0.94218  3.13885
S  7.45108  -1.47178  2.88184
C  5.74666  -1.74442  2.49313
C  5.32121  -1.72049  1.17073
C  3.98814  -1.91767  0.86667
C  3.05937  -2.13696  1.88446
C  3.49472  -2.17441  3.21006
C  4.82955  -1.98300  3.50969
C  1.67029  -2.25448  1.56324
C  0.49930  -2.29289  1.24520
H  8.68160  1.68404  4.13518
H  9.16000  1.26197  2.48292
H  9.47641  0.11982  3.79478
H  6.04024  -1.54180  0.38283
H  3.64874  -1.89469  -0.16081
H  2.77849  -2.34429  4.00199
H  5.16577  -2.00672  4.53690
Cl  2.65927  -0.59236  -3.73888
C  2.46985  0.61274  -2.50623
C  1.32788  1.39864  -2.48723
C  1.18780  2.35011  -1.49585
C  2.17303  2.55145  -0.53298
C  1.99801  3.62145  0.53015
C  1.41549  3.01628  1.82293
N  0.16482  2.31441  1.57190
C  -1.08599  2.85250  1.42314
C  -1.91143  1.81420  1.10706
N  -1.17922  0.65156  1.04611
C  0.06306  0.99829  1.32814
O  1.12239  4.66758  0.12251
C  1.74566  5.68777  -0.67533
C  1.92321  5.27484  -2.10599
C  3.09324  4.84210  -2.66025
Cl  4.61623  4.71553  -1.87343
S  2.92627  4.33869  -4.28663
C  1.25864  4.72662  -4.26403
C  0.86480  5.20776  -3.05768
C  3.28677  1.72706  -0.56861
Cl  4.48227  1.83075  0.68464
C  3.45630  0.76154  -1.55134
H  0.56673  1.26870  -3.24146
H  0.31168  2.98413  -1.47984
H  2.97956  4.04333  0.78168
H  1.24239  3.80227  2.55819
H  2.11558  2.29644  2.24604
H  -1.25838  3.90597  1.53641
H  -2.96960  1.83058  0.91159
H  0.89870  0.31748  1.37278
H  2.71118  5.95229  -0.23415
H  1.09135  6.55668  -0.60597
H  0.66426  4.59538  -5.15073
H  -0.14636  5.51555  -2.84043
H  4.34012  0.14228  -1.56250
Te  -2.20202  -0.64274  -1.93203
C  -2.46154  -2.10554  -3.40797
C  -2.49646  -3.45689  -3.08106
C  -2.65655  -4.40131  -4.08319
C  -2.77928  -3.99559  -5.40358
C  -2.73701  -2.64951  -5.72798
C  -2.57642  -1.69834  -4.73168
C  -4.20897  -0.29101  -1.37692
C  -4.79235  0.94182  -1.62578
C  -6.11987  1.15874  -1.28479
C  -6.87410  0.13635  -0.73137
C  -6.29635  -1.10600  -0.50734
C  -4.95891  -1.31564  -0.81001
H  -2.38181  -3.77298  -2.05079
H  -2.67958  -5.45290  -3.83477
H  -2.90236  -4.73345  -6.18403
H  -2.82566  -2.33790  -6.75891
H  -2.54007  -0.64921  -4.99239
H  -4.21569  1.74026  -2.07619
H  -6.57055  2.12382  -1.47179
H  -7.91416  0.30281  -0.48936
H  -6.88549  -1.91416  -0.09367
H  -4.50834  -2.28735  -0.61839

Cartesian forces (eV/Å) of the 6 atoms listed first:
-0.02 0.04 -0.21
-0.06 0.03 -0.04
-0.03 -0.13 -0.18
0.07 -0.06 0.16
-0.04 -0.07 -0.01
-0.08 -0.01 0.18


No. 3
Entry from OMol25: a structure of composition C19H41GaN4O2Si3 in a non-equilibrium geometry (ωB97M-V/def2-TZVPD).

Output
E_LUMO, eV: -5.9
HOMO, eV: -12.3
Charge: +2
Spin multiplicity: 1

CARTESIAN COORDINATES (ANGSTROEM)
Ga  1.02126  1.41815  0.16244
C  -0.01757  0.75733  -4.22940
Si  -1.68696  0.10875  -3.59633
C  -2.40150  -1.33783  -4.61736
C  -2.80680  1.54987  -3.28249
C  -0.86269  -1.22470  -1.16780
Si  -3.09617  -1.89003  0.56205
C  -4.25203  -0.49352  0.02547
C  -2.73662  -1.77112  2.40383
C  -3.51729  -3.63808  -0.04281
Si  0.99980  -1.84576  -1.44452
C  1.41412  -3.09858  -0.08806
C  0.88353  -2.69734  -3.13296
C  2.31369  -0.43331  -1.63364
C  3.30226  -0.67147  -2.59022
C  4.18612  0.32067  -2.97637
C  4.10167  1.59699  -2.39152
C  3.15902  1.82648  -1.38517
N  2.36938  0.81218  -0.96962
H  -0.08231  1.00810  -5.32485
H  0.88953  0.09007  -4.13011
H  0.21460  1.68098  -3.66495
H  -2.78944  -0.97706  -5.58710
H  -3.24307  -1.87310  -4.04287
H  -1.66057  -2.13400  -4.78813
H  -3.26223  1.80587  -4.24786
H  -2.26620  2.42369  -2.84578
H  -3.59446  1.28826  -2.54105
H  -3.83279  0.53425  0.08515
H  -5.07577  -0.51673  0.77404
H  -4.75274  -0.64220  -0.97754
H  -2.25341  -0.81572  2.74157
H  -2.17867  -2.65310  2.78013
H  -3.73103  -1.83298  2.89030
H  -3.52748  -3.74043  -1.15376
H  -4.53087  -3.84981  0.33062
H  -2.86018  -4.39053  0.44163
H  1.11284  -4.10997  -0.42933
H  0.93678  -2.89461  0.88573
H  2.48177  -3.17208  0.15220
H  -0.02645  -3.30394  -3.14122
H  1.69719  -3.42640  -3.33231
H  0.86835  -1.99918  -3.97989
H  3.44885  -1.68202  -2.94744
H  4.92634  0.10325  -3.71425
H  4.82431  2.39420  -2.64407
H  3.07488  2.80023  -0.87269
O  -1.44643  -1.61344  -0.03344
O  -1.52369  -0.53540  -1.94795
C  0.22443  1.63729  5.41536
N  1.07522  1.00983  4.38965
C  1.40733  -0.38968  4.61643
C  1.29959  1.66093  3.18963
N  1.35334  0.98344  2.01067
N  1.47441  3.03218  3.21470
C  1.14946  3.85805  2.04388
C  2.10363  3.76095  4.33640
H  -0.57805  0.91780  5.68403
H  -0.27215  2.51251  5.00984
H  0.79126  1.88684  6.32584
H  1.75975  -0.51540  5.65239
H  2.25519  -0.69611  3.98681
H  0.58291  -1.06831  4.45349
H  1.23617  -0.01894  2.16763
H  1.95051  3.90847  1.29633
H  0.93401  4.87695  2.41380
H  0.21982  3.48657  1.64799
H  2.53508  3.07168  5.08208
H  1.40437  4.42287  4.84532
H  2.88280  4.40723  3.87737

Cartesian forces (eV/Å) of the 6 atoms listed first:
-4.04 1.51 0.44
0.67 -0.39 -0.09
0.35 -0.04 -0.89
-0.70 -0.40 1.34
-0.10 0.00 0.70
-0.05 -0.93 3.25


No. 4
Entry from OMol25: a structure of composition C4H7N3O in a non-equilibrium geometry (ωB97M-V/def2-TZVPD).

Output
E_LUMO, eV: 0.7
HOMO, eV: -9.0
Charge: 0
Spin multiplicity: 1
ΔE to the lowest compared entry with this formula, charge and spin, kJ/mol: 464.49

CARTESIAN COORDINATES (ANGSTROEM)
C  0.31833  -1.13654  0.35819
C  -0.00772  1.97501  0.03033
C  -0.18197  1.41530  -1.59737
C  -0.48771  0.13884  -1.43294
H  0.88604  -0.32272  2.08381
H  2.06812  -1.55187  1.69700
H  -1.51510  1.05641  1.24238
H  -0.51055  2.90805  0.42778
H  0.86743  2.24433  0.54059
H  -0.33378  2.23193  -2.47700
H  -0.64115  -0.78078  -2.12531
N  0.84163  -1.18455  1.62884
N  -0.47133  -0.17164  0.03503
N  -0.63933  0.88183  0.85934
O  0.40207  -2.10255  -0.40012

Cartesian forces (eV/Å) of the 6 atoms listed first:
1.75 -5.43 0.42
-3.55 0.73 0.45
-0.65 3.51 1.46
-0.27 -1.42 0.18
-0.39 1.74 0.77
-5.41 1.01 -0.80


- Look up the spin multiplicity of the fourth one.
  1


- Among the records above, which one has the highest charge?
  C19H41GaN4O2Si3


Copy entry 1 word for word.
Entry from OMol25: a cluster of 2 separate species, C21H29BF5N4O7P in total in a non-equilibrium geometry (ωB97M-V/def2-TZVPD).

Output
E_LUMO, eV: -2.4
HOMO, eV: -8.4
Charge: 0
Spin multiplicity: 1

CARTESIAN COORDINATES (ANGSTROEM)
C  -1.23257  -0.95530  1.74306
O  -1.14945  0.09017  0.78025
C  -0.74970  -0.33301  -0.48909
C  0.66188  0.14865  -0.83901
C  1.17576  1.39255  -0.45212
C  0.31881  2.38379  0.32804
C  -0.93637  2.80542  -0.50317
O  -0.57059  2.78637  -1.89716
C  -1.42654  4.24798  -0.19150
F  -2.77172  4.23478  -0.13438
F  -0.96019  4.74275  0.95363
F  -1.10836  5.07265  -1.20866
C  2.50840  1.79388  -0.80086
C  3.08484  3.14943  -0.43639
C  3.29732  3.30336  1.10821
O  3.03265  2.09360  1.81018
N  3.29183  0.98199  -1.46095
N  2.78379  -0.17519  -1.79437
P  3.96505  -1.23016  -2.68656
N  5.39111  -0.90682  -2.15249
C  1.56450  -0.66904  -1.57790
C  1.10528  -2.03277  -2.06986
C  1.48218  -3.20199  -1.09959
C  0.27498  -4.03352  -0.63399
C  -0.64298  -4.53665  -1.77709
N  -2.01830  -4.11134  -1.53074
C  -2.78096  -4.49529  -0.47061
C  -4.02006  -3.91856  -0.56561
C  -4.00413  -3.14037  -1.77735
C  -2.75583  -3.28862  -2.32872
H  -1.85738  -1.80100  1.41259
H  -0.23857  -1.26932  2.11061
H  -1.73389  -0.51475  2.61833
H  -0.83419  -1.42791  -0.53343
H  -1.43772  0.13559  -1.22113
H  0.00005  1.93475  1.27831
H  0.86363  3.29884  0.57655
H  -1.74284  2.08412  -0.33565
H  -0.88128  1.95003  -2.25941
H  2.39756  3.91359  -0.82708
H  4.03102  3.23662  -0.98737
H  2.60358  4.07757  1.46017
H  4.33999  3.61133  1.26855
H  3.88564  1.71390  2.04755
H  3.69716  -2.57440  -2.38603
H  3.92149  -0.91305  -4.06321
H  5.98643  -0.55012  -2.89331
H  1.43286  -2.18863  -3.11023
H  0.00933  -1.98861  -2.12375
H  2.19278  -3.86937  -1.61669
H  2.05063  -2.79642  -0.24706
H  -0.27236  -3.50045  0.15627
H  0.68801  -4.92704  -0.13694
H  -0.67628  -5.63699  -1.79664
H  -0.31040  -4.23097  -2.77783
H  -2.33865  -5.16155  0.26583
H  -4.81645  -4.04846  0.15758
H  -4.83953  -2.56782  -2.16467
H  -2.40903  -2.84802  -3.26101
B  -3.23378  2.85366  3.90439
O  -2.79028  3.79529  4.96657
C  -1.69560  3.30907  5.52713
O  -1.08156  3.82792  6.41948
C  -1.34469  1.99540  4.85464
O  -0.40571  1.28833  5.11657
O  -2.24130  1.74103  3.91792
F  -3.22089  3.48547  2.65188
F  -4.50842  2.36366  4.18532

Cartesian forces (eV/Å) of the 6 atoms listed first:
-0.26 0.26 1.23
-0.08 -0.40 -0.11
0.02 0.40 0.13
1.36 -0.07 -0.06
-0.91 0.56 0.71
-0.32 0.38 -0.02


- Look up the HOMO of the first one.
  -8.4 eV